Entry 1:
The following is a quantum chemistry calculation of a molecular structure, C33H44N4OsP2 in a non-equilibrium geometry, from OMol25.

CARTESIAN COORDINATES (ANGSTROEM)
Os  0.067  1.021  -0.024
C  -1.665  1.217  -3.600
C  -1.231  -0.041  -3.496
C  -0.013  -0.533  -4.238
C  1.276  0.314  -4.076
C  1.308  1.195  -2.866
C  0.850  2.455  -2.699
C  0.119  3.115  -3.816
C  -1.035  2.285  -4.434
C  1.067  1.923  1.500
H  -2.668  1.462  -3.236
H  -1.975  -0.796  -3.170
H  -0.215  -0.623  -5.323
H  0.255  -1.551  -3.938
H  2.137  -0.382  -4.005
H  1.501  0.818  -5.030
H  1.993  0.803  -2.135
H  1.228  3.106  -1.898
H  0.805  3.389  -4.642
H  -0.317  4.059  -3.468
H  -1.857  2.982  -4.651
H  -0.708  1.933  -5.429
H  0.184  2.445  1.925
H  1.834  2.666  1.238
H  1.432  1.249  2.303
P  1.707  -0.748  -0.204
P  -1.424  -0.767  -0.133
N  3.427  0.118  -0.695
N  2.495  -1.731  0.975
N  -2.594  0.588  -0.471
N  -2.572  -1.806  0.768
C  0.960  -1.998  -1.280
C  -0.594  -2.042  -1.193
C  3.492  1.513  -0.745
C  4.752  1.922  -1.182
C  5.504  0.732  -1.418
C  4.676  -0.342  -1.089
C  3.401  -1.135  1.880
C  4.318  -2.097  2.270
C  3.982  -3.323  1.600
C  2.888  -3.075  0.802
C  -1.918  1.846  -0.051
C  -2.745  2.888  -0.692
C  -3.809  2.302  -1.347
C  -3.657  0.891  -1.258
C  -3.904  -2.086  0.427
C  -4.401  -2.985  1.365
C  -3.363  -3.217  2.338
C  -2.228  -2.542  1.901
H  1.279  -3.001  -0.990
H  1.343  -1.839  -2.294
H  -1.055  -2.027  -2.184
H  -0.886  -3.009  -0.757
H  2.571  2.077  -0.615
H  5.087  2.955  -1.303
H  6.521  0.666  -1.812
H  4.891  -1.402  -1.194
H  3.331  -0.074  2.067
H  5.168  -1.909  2.903
H  4.528  -4.255  1.658
H  2.383  -3.735  0.107
H  -1.844  1.944  1.057
H  -2.572  3.947  -0.575
H  -4.624  2.761  -1.920
H  -4.250  0.118  -1.738
H  -4.344  -1.631  -0.463
H  -5.391  -3.434  1.338
H  -3.484  -3.782  3.262
H  -1.199  -2.520  2.292
C  -0.280  -0.745  5.161
C  -1.258  0.053  4.288
C  -2.646  -0.564  4.524
C  -1.318  1.507  4.756
C  -0.877  -0.063  2.846
C  -0.667  -0.091  1.586
H  -0.599  -0.698  6.211
H  0.724  -0.318  5.082
H  -0.284  -1.799  4.856
H  -2.895  -0.499  5.587
H  -3.439  -0.049  3.971
H  -2.680  -1.629  4.272
H  -0.369  2.012  4.589
H  -2.105  2.067  4.243
H  -1.521  1.547  5.830

Forces on atoms 1 to 2 (eV/Å):
Os 0.8 -1.1 -1.1
C -0.4 -0.5 -0.4

Values from the calculation:
- total charge = +2
- energy above the lowest of the compared OMol25 structures with the same formula, charge and spin (kJ/mol) = 32.31
- orbital gap (alpha / beta) (eV) = 5.9 / 3.9
- multiplicity = 5

=====

Entry 2:
The following is a quantum chemistry calculation of C3HIN2O in the gas phase in a non-equilibrium geometry, from OMol25.

CARTESIAN COORDINATES (ANGSTROEM)
C  0.981  1.142  -0.050
C  -0.307  1.444  -0.446
C  -0.575  -1.552  0.082
N  1.263  -0.149  0.020
N  0.500  -1.134  0.334
O  -1.477  -2.319  0.046
I  -2.176  0.873  0.033
H  1.791  1.695  -0.020

Forces on atoms 1 to 2 (eV/Å):
C -5.9 -3.6 -0.2
C 0.5 1.4 0.1

Values from the calculation:
- energy above the lowest of the compared OMol25 structures with the same formula, charge and spin (kJ/mol) = 437.09
- orbital gap (alpha / beta) (eV) = 7.1 / 6.9

=====

Entry 3:
The following is a quantum chemistry calculation of a gas-phase ion, C6H8NO5 (charge -1) in a non-equilibrium geometry, from OMol25.

CARTESIAN COORDINATES (ANGSTROEM)
C  1.990  1.023  -0.296
C  -1.635  0.514  0.348
C  -1.274  -0.081  -1.015
C  -0.386  1.213  0.888
C  -0.041  -0.916  -0.868
C  0.852  0.409  0.619
N  -0.139  -2.148  -0.262
O  1.688  1.897  -1.096
O  3.084  0.512  0.013
O  0.794  -2.945  -0.404
O  -1.139  -2.427  0.411
O  1.407  -0.318  1.567
H  -2.473  1.213  0.263
H  -1.918  -0.291  1.026
H  -2.110  -0.680  -1.390
H  -1.057  0.717  -1.727
H  -0.250  2.170  0.376
H  -0.483  1.384  1.962
H  0.714  -0.885  -1.639
H  2.375  -0.358  1.222

Forces on atoms 1 to 2 (eV/Å):
C -0.8 -0.3 0.8
C -0.1 0.1 -0.1

Values from the calculation:
- total charge = -1
- energy above the lowest of the compared OMol25 structures with the same formula, charge and spin (kJ/mol) = 157.39
- orbital gap (eV) = 8.3

=====

Entry 4:
The following is a quantum chemistry calculation of 2 unconnected molecules or ions with the total composition C23H21NO2 in a non-equilibrium geometry, from OMol25.

CARTESIAN COORDINATES (ANGSTROEM)
C  4.053  0.103  -0.433
C  3.178  1.273  -0.349
N  2.590  1.780  -1.482
O  1.846  2.789  -1.381
O  2.812  1.219  -2.585
H  4.465  -0.173  0.540
H  3.505  -0.757  -0.824
H  4.888  0.300  -1.110
H  2.972  1.765  0.581
C  -4.045  3.550  -0.040
C  -4.054  2.596  0.963
C  -3.191  1.526  0.901
C  -2.316  1.374  -0.185
C  -1.394  0.229  -0.271
C  -0.614  -0.108  0.856
C  0.207  -1.192  0.956
C  1.030  -1.488  2.096
C  1.933  -2.558  2.044
C  2.742  -2.850  3.118
C  2.670  -2.090  4.272
C  1.792  -1.027  4.347
C  0.984  -0.725  3.276
C  -1.305  -0.528  -1.532
C  -0.072  -0.799  -2.144
C  -0.010  -1.502  -3.325
C  -1.171  -1.956  -3.924
C  -2.399  -1.690  -3.348
C  -2.470  -0.975  -2.175
C  -2.333  2.351  -1.193
C  -3.178  3.432  -1.112
H  -4.706  4.398  0.022
H  -4.735  2.691  1.795
H  -3.197  0.774  1.671
H  -0.657  0.572  1.686
H  0.259  -1.866  0.120
H  1.995  -3.143  1.141
H  3.436  -3.672  3.059
H  3.294  -2.330  5.116
H  1.737  -0.432  5.245
H  0.311  0.108  3.354
H  0.825  -0.397  -1.707
H  0.944  -1.691  -3.790
H  -1.119  -2.524  -4.838
H  -3.301  -2.060  -3.809
H  -3.426  -0.765  -1.727
H  -1.635  2.266  -2.008
H  -3.145  4.202  -1.869

Forces on atoms 1 to 2 (eV/Å):
C 0.3 -0.3 -0.2
C -0.9 0.3 -0.5

Values from the calculation:
- energy above the lowest of the compared OMol25 structures with the same formula, charge and spin (kJ/mol) = 428.19
- orbital gap (eV) = 3.2